Computed, not measured: a structure of composition C40H96AsF6N5O3 in a non-equilibrium geometry, with ωB97M-V/def2-TZVPD.

Results
HOMO-LUMO gap: 9.66 eV
energy above the lowest of the compared OMol25 structures with the same formula, charge and spin: 0.00 kcal/mol
total charge: +4
calculated total energy: -133741.281 eV

Structure (XYZ):
```
151
Properties=species:S:1:pos:R:3:forces:R:3:mulliken_charge:R:1
As -1.55469 0.14089 0.36316 -1.42 -2.45 -1.12 1.88
F 0.04411 -0.24392 0.92061 -0.25 1.03 0.61 -0.49
F -1.90285 1.56470 1.29058 1.04 -0.32 -0.03 -0.41
F -3.20460 0.26212 -0.24535 0.31 0.64 -0.84 -0.44
F -1.29981 -1.26265 -0.72474 -0.51 0.54 0.29 -0.60
F -2.33657 -0.92866 1.50164 1.07 0.35 0.41 -0.49
F -0.90219 1.09090 -0.97189 -0.10 0.46 0.62 -0.36
C 6.19884 -4.97970 -0.72285 -0.41 0.01 -0.88 -1.31
C 5.69796 -3.59476 -1.13423 0.05 -0.63 0.34 -0.36
N 6.51623 -2.96377 -2.25344 0.11 1.11 1.09 0.44
C 7.94566 -2.88744 -1.84372 1.04 0.86 -1.07 -1.17
C 6.38986 -3.75573 -3.51880 -1.38 -0.90 -0.67 -0.45
C 6.95359 -3.20985 -4.84906 -0.03 -0.33 1.38 -1.34
C 6.11014 -1.47478 -2.41208 1.07 -0.45 -0.34 -1.04
C 4.66914 -1.10076 -2.56275 -1.30 -0.85 -0.61 -0.46
O 3.93304 -1.38560 -1.39542 0.33 0.14 0.89 -0.27
C 2.51412 -1.32599 -1.48516 -0.04 0.09 -0.64 -0.55
H 7.24472 -4.91600 -0.43650 -0.17 -0.27 0.52 0.35
H 6.11792 -5.73215 -1.51072 0.07 0.21 -0.19 0.33
H 5.53440 -5.37875 0.04145 0.35 0.25 0.41 0.43
H 5.71525 -2.95089 -0.25619 0.48 0.34 -0.20 0.37
H 4.65291 -3.55289 -1.42093 0.04 -0.34 -0.41 0.30
H 8.05060 -2.23511 -0.98050 -0.06 -0.86 0.61 0.38
H 8.52658 -2.31676 -2.57938 -0.49 -0.04 -0.34 0.48
H 8.43917 -3.85359 -1.88830 -0.29 -0.11 0.80 0.47
H 5.32805 -4.02156 -3.53545 -0.15 0.54 -0.55 0.52
H 6.78882 -4.76113 -3.37624 0.62 0.33 0.45 0.42
H 8.03159 -3.13823 -4.71151 0.06 0.30 -0.40 0.36
H 6.51272 -2.27505 -5.18156 0.05 0.02 -0.04 0.31
H 6.77246 -3.98722 -5.58768 -0.04 0.07 -0.09 0.43
H 6.72617 -1.23727 -3.27943 -0.53 0.63 -0.15 0.55
H 6.53862 -0.89904 -1.59079 0.01 -0.45 0.27 0.39
H 4.20179 -1.66958 -3.38039 0.20 0.23 -0.23 0.43
H 4.59190 -0.03151 -2.79157 0.27 -0.04 -0.19 0.41
H 2.06775 -2.32083 -1.44423 0.15 -0.10 0.10 0.37
H 2.20652 -0.88829 -2.43870 -0.03 0.13 0.03 0.42
H 2.10338 -0.72986 -0.67369 0.10 0.00 0.08 -0.21
C -6.03393 -1.42472 -0.28276 -0.90 1.06 0.11 -1.58
C -5.15159 -1.91770 -1.42663 -0.82 -0.11 0.74 0.50
N -4.82704 -3.40866 -1.31775 -0.74 0.30 0.51 0.70
C -4.10552 -3.59257 -0.00872 -0.51 -0.36 0.24 -1.22
C -6.13564 -4.22254 -1.23576 1.34 -1.45 -0.67 -0.44
C -6.90946 -4.33058 -2.53738 -0.15 1.21 -0.07 -1.23
C -3.98117 -3.84975 -2.47784 1.22 1.38 -0.18 -0.54
C -3.20770 -5.12296 -2.24840 0.42 -1.82 0.93 -0.91
O -4.09127 -6.19307 -1.93453 -0.64 0.38 -0.63 -0.31
C -3.55945 -7.50529 -2.05674 0.76 0.04 0.27 -0.83
H -7.03699 -1.84812 -0.24536 0.15 -0.27 0.02 0.44
H -6.24595 -0.35690 -0.41593 0.16 -0.05 -0.58 0.41
H -5.62001 -1.36702 0.72350 0.38 -0.65 -0.16 0.38
H -4.28062 -1.26701 -1.37164 0.50 -0.66 -0.46 -0.68
H -5.69257 -1.82911 -2.36673 0.17 0.22 -0.09 0.41
H -4.79060 -3.26851 0.76928 0.25 0.59 -0.06 0.48
H -3.17334 -3.03662 -0.04833 -0.01 0.06 0.22 0.38
H -3.97799 -4.63494 0.28109 0.30 -0.14 -0.79 0.41
H -6.71022 -3.85336 -0.39669 -0.02 0.00 -0.03 0.62
H -5.67901 -5.19316 -1.03670 -0.71 -0.11 0.42 0.44
H -7.18376 -3.31334 -2.83541 -0.43 -0.17 -0.18 0.27
H -7.81801 -4.91319 -2.40192 -0.03 0.10 0.24 0.43
H -6.39944 -4.76734 -3.39336 0.34 -0.20 0.35 0.31
H -3.30484 -2.99417 -2.58811 0.59 -0.36 0.23 0.11
H -4.47307 -3.78142 -3.44676 -0.78 -0.56 0.39 0.61
H -2.51093 -5.10275 -1.39986 0.02 0.85 -0.01 0.35
H -2.55381 -5.45664 -3.06056 -0.36 0.68 -0.57 0.55
H -2.59876 -7.50372 -2.58172 -0.13 0.08 -0.21 0.36
H -4.25211 -8.14557 -2.59401 -0.13 0.04 0.09 0.27
H -3.33763 -7.89686 -1.06276 -0.24 -0.16 0.02 0.29
C 1.38223 2.23551 8.48922 -0.22 -0.06 -0.26 -1.21
C 0.68900 1.28454 7.49025 0.68 -0.27 1.35 -0.26
N 1.35774 -0.09280 7.50834 0.36 0.27 -0.55 0.20
C 2.84048 0.05504 7.37270 0.66 -0.92 -0.69 -0.97
C 1.05614 -0.81599 8.82825 -0.72 -0.13 -0.71 -0.37
C 1.59639 -2.24712 8.91509 -0.45 0.53 1.68 -1.21
C 0.77757 -0.97527 6.40681 -0.14 0.72 -0.84 -0.85
C 0.74800 -0.33184 5.00777 -0.39 -0.44 1.02 -0.53
O 2.05241 -0.12165 4.56270 -0.08 0.10 0.04 -0.35
C 2.25722 0.47519 3.31003 0.44 0.61 -0.78 -0.42
H 1.94787 1.73339 9.26931 -0.20 -0.01 0.12 0.28
H 0.65379 2.89110 8.96131 0.01 -0.01 -0.01 0.38
H 2.08941 2.84881 7.93384 0.03 0.10 0.15 0.39
H 0.79610 1.78385 6.53421 -0.16 -0.63 -0.31 0.21
H -0.34485 1.04486 7.72799 -0.15 0.42 -0.07 0.50
H 3.22456 -0.90534 7.02657 0.03 -0.12 0.47 0.39
H 3.29208 0.32914 8.31867 -0.10 -0.01 0.04 0.48
H 3.17588 0.71189 6.57415 -0.64 0.43 0.15 0.27
H -0.03198 -0.75014 8.85940 -0.05 -0.40 0.15 0.45
H 1.40638 -0.23427 9.67712 0.27 0.13 -0.24 0.38
H 2.60060 -2.21526 9.33438 0.32 -0.27 -0.73 0.38
H 1.41910 -2.94644 8.10804 0.30 0.24 -0.24 0.30
H 1.05024 -2.67840 9.76190 -0.14 0.00 -0.09 0.46
H -0.27837 -1.15427 6.61493 0.08 -0.03 0.49 0.32
H 1.30068 -1.92411 6.40943 0.15 0.12 -0.04 0.39
H 0.15172 0.57796 5.13116 0.19 0.22 -0.57 0.37
H 0.15399 -1.01172 4.38747 0.21 -0.03 -0.23 0.38
H 1.60457 1.31379 3.02880 -0.37 -0.03 0.69 -0.09
H 2.18155 -0.18670 2.44166 0.03 -0.47 0.36 0.37
H 3.26721 0.88668 3.36332 0.03 -0.13 -0.18 0.39
C -3.59744 6.42692 -5.72711 -0.91 -1.19 -0.67 -1.37
C -4.12712 5.23598 -4.90096 0.62 0.13 0.43 -0.24
C -3.04203 4.17382 -4.75479 -0.16 0.37 1.12 -0.91
N -3.32133 3.16668 -3.62732 0.70 0.75 -0.84 0.55
C -3.31172 3.81160 -2.26869 -0.73 -0.28 -0.01 -1.14
C -4.69054 2.48316 -3.87823 1.41 0.09 0.98 -0.97
C -4.42374 1.16606 -3.16947 -0.98 -0.23 0.87 -0.50
C -2.96455 0.78279 -3.42592 -0.34 -0.28 0.36 0.36
C -2.21491 2.10719 -3.66724 -1.02 -0.55 -0.93 -0.71
H -4.45219 7.01408 -6.05695 0.15 0.36 0.27 0.39
H -3.20231 6.00825 -6.65586 0.42 0.31 0.03 0.36
H -2.86627 7.02090 -5.18973 0.04 0.05 -0.06 0.37
H -5.02762 4.78885 -5.31798 -0.07 0.24 -0.12 0.43
H -4.34583 5.61502 -3.89869 -0.29 -0.10 -0.02 0.29
H -2.12743 4.67990 -4.43951 0.20 -0.16 -0.26 0.26
H -2.85785 3.56565 -5.63626 -0.12 0.20 -0.18 0.54
H -2.63043 4.65650 -2.21032 0.16 -0.12 -0.26 0.35
H -3.06320 3.05578 -1.52589 0.08 0.01 -0.02 0.42
H -4.32303 4.15647 -2.06768 0.13 0.22 0.14 0.34
H -5.37387 3.14881 -3.36140 -0.47 -0.30 -0.27 0.45
H -4.90627 2.46429 -4.94267 0.22 -0.19 -0.05 0.45
H -4.61810 1.31432 -2.10236 0.44 0.27 0.08 0.13
H -5.13543 0.35934 -3.34956 0.09 0.12 -0.76 0.61
H -2.60004 0.21849 -2.56149 0.18 0.17 -0.35 -0.43
H -2.95990 0.13622 -4.30257 0.43 0.10 -0.08 0.52
H -1.39041 2.33191 -3.00100 -0.31 0.14 0.43 0.00
H -1.81302 2.14594 -4.67753 0.01 -0.13 0.00 0.35
C -1.35126 4.83036 2.39559 -0.16 0.09 -0.17 -1.47
C 0.10176 4.49313 2.03810 -0.06 -0.67 1.16 0.03
C 0.30688 4.39159 0.54118 0.28 -0.06 -0.09 -0.32
N 1.77627 4.52628 0.07495 -0.36 0.68 1.57 0.45
C 2.24120 5.87404 0.52740 -0.41 1.73 -1.55 -1.04
C 1.81760 4.29397 -1.41755 -0.19 0.20 -0.53 -0.60
C 2.54565 2.95735 -1.60414 0.00 1.05 -0.79 -0.67
C 2.45611 2.28616 -0.26953 0.13 -1.82 -0.11 0.98
C 2.63763 3.42477 0.68684 -0.22 0.16 -0.30 -1.29
H -2.00145 4.01437 2.07638 -0.06 0.13 -0.20 0.23
H -1.68236 5.77511 1.96040 0.00 -0.08 -0.19 0.40
H -1.53083 4.93487 3.46485 0.40 -0.06 0.07 0.41
H 0.31652 3.56824 2.58357 0.10 -0.27 -0.45 -0.10
H 0.80072 5.18802 2.50209 -0.20 0.39 -0.22 0.40
H -0.25758 5.22565 0.11976 0.36 0.03 -0.43 0.36
H -0.04226 3.47703 0.06233 -0.21 -0.16 0.43 0.09
H 3.07077 6.24730 -0.07391 0.49 -0.67 0.32 0.40
H 2.37843 6.06353 1.58501 0.29 -0.84 0.07 0.39
H 1.47788 6.60183 0.23154 -0.25 -0.25 0.09 0.46
H 2.27400 5.09509 -1.99843 0.31 0.22 0.60 0.41
H 0.78340 4.30247 -1.76206 0.00 -0.36 0.10 0.08
H 3.59824 3.16901 -1.80813 -0.07 0.00 -0.20 0.39
H 2.11900 2.45685 -2.47201 0.09 -0.36 0.21 0.38
H 3.26130 1.55076 -0.18850 0.07 0.14 0.25 0.57
H 1.55367 1.67538 -0.17821 -0.25 0.46 0.34 -0.82
H 3.67429 3.75711 0.62593 -0.06 0.22 0.14 0.44
H 2.36238 3.25271 1.72324 -0.08 0.11 -0.05 0.45
```
Positions in Å, forces in eV/Å.